Entry 1:
Below is C24H53MnN6O6 as an isolated structure at a distorted geometry, with properties calculated with wB97M-V/def2-TZVPD.

Last column: Löwdin charge in e.
CARTESIAN COORDINATES (ANGSTROEM)
1 N 1.4340 1.8249 -4.2249  0.033
2 H 1.2560 -4.1111 -0.6608  0.087
3 H 1.6326 2.4948 -4.9521  0.146
4 C -1.0315 -0.0329 3.9183  -0.032
5 N -1.4710 -1.0668 1.6787  -0.181
6 C -3.3713 -0.0373 -1.5214  -0.042
7 C 2.0201 2.0238 -3.0437  -0.492
8 H 5.2728 -1.1749 -2.0148  0.086
9 H -2.4655 2.1148 2.5336  0.090
10 Mn 0.7014 0.4771 -0.4390  0.876
11 H 3.7329 3.0387 -3.8729  0.087
12 C -0.8059 -3.2035 2.7780  -0.031
13 H -2.3276 -3.9327 0.2790  0.080
14 O 2.6616 -0.1128 0.4687  -0.007
15 C -1.9258 3.3954 -2.3938  0.033
16 C -1.7868 -2.4779 1.8126  -0.494
17 O 0.4928 -1.2340 -1.7094  -0.040
18 H 1.2257 1.1809 3.1778  0.072
19 C 3.6527 -1.5514 2.0971  0.033
20 C 0.7739 -2.4248 -1.8944  -0.496
21 H 3.4907 -0.8866 2.9442  0.090
22 N 0.7698 4.0503 1.9348  0.048
23 H 3.9673 -0.0079 -1.7632  0.068
24 C -1.9877 1.3097 1.9833  -0.031
25 C -3.3874 -0.3855 2.9975  -0.139
26 N -3.1776 1.3322 -1.9748  0.043
27 C -1.9167 -0.0734 2.6591  -0.487
28 H -3.9497 -2.5913 1.3746  0.116
29 H 2.9107 -2.3356 1.9624  0.087
30 O -1.0308 1.4173 -1.3733  -0.026
31 H 0.4790 4.7163 -0.0415  0.085
32 H 5.6093 0.3870 -1.2374  0.091
33 C 4.8781 -0.4193 -1.3382  -0.042
34 H -0.9920 3.4563 -2.9532  0.078
35 H -4.0341 -0.0806 -0.6616  0.087
36 O 1.7717 1.3737 -2.0290  -0.028
37 C -3.2537 -2.7308 2.2069  -0.148
38 H -4.5693 -2.0324 3.7235  0.114
39 H -1.2042 -1.7899 -3.4291  0.077
40 H -1.6400 -2.4666 -0.3887  0.064
41 H 2.6535 -3.3083 -1.4374  0.098
42 H 2.5180 4.0569 -3.1659  0.090
43 H 2.7852 1.7940 2.4455  0.086
44 H -3.9447 1.8845 -2.3199  0.139
45 C -1.5607 -3.1714 0.4468  -0.029
46 N 4.7065 -0.9699 -0.0013  0.026
47 H 0.1846 -2.9116 2.4097  0.063
48 C 3.6376 -0.7754 0.8055  -0.514
49 H -2.3898 -0.3570 -1.1607  0.064
50 H 4.6269 -1.9977 2.3043  0.083
51 H 0.6607 0.3485 -5.4392  0.094
52 H -0.2101 -2.3830 -4.8262  0.087
53 N 0.3033 -3.1453 -2.9147  0.044
54 H 5.5618 -1.1516 0.4990  0.137
55 H -3.6287 -0.7738 -2.2804  0.086
56 H 0.3373 0.1404 -3.7262  0.060
57 H 3.6984 3.2476 -2.1355  0.087
58 H -1.4058 -3.3833 -4.0722  0.093
59 H -0.5798 1.3849 -4.5901  0.089
60 H -1.0156 1.6045 1.5717  0.038
61 H 0.6343 -4.0908 -2.9922  0.149
62 H -0.8054 -2.6465 3.7234  0.059
63 H -4.1812 -0.1720 2.2834  0.115
64 C -0.6509 -2.6209 -3.8558  -0.054
65 H 0.0162 5.8429 1.2486  0.091
66 H -2.4714 1.1498 1.0089  0.070
67 H -1.5608 -0.5218 4.7483  0.074
68 C 1.6866 -3.1542 -0.9456  0.023
69 C 1.0565 2.7684 1.7384  -0.498
70 H 1.9178 2.7351 3.6597  0.085
71 C 1.7964 2.0380 2.8270  0.040
72 C 0.0123 4.8002 0.9404  -0.044
73 H -1.0080 4.4323 0.8376  0.084
74 H 1.9019 -2.5726 -0.0547  0.060
75 C -3.5355 -1.8525 3.3975  -0.202
76 O 0.8174 2.2249 0.6515  -0.061
77 O -0.2264 -0.7839 1.1393  -0.277
78 H 1.0556 4.5680 2.7435  0.141
79 H -3.6599 0.1331 3.9259  0.120
80 H -0.5954 -3.6567 0.3210  0.049
81 H -0.1144 -0.6112 3.8465  0.068
82 C 0.3841 0.8778 -4.5279  -0.038
83 H -0.8838 -4.2640 2.9994  0.084
84 H -2.9296 -2.1488 4.2548  0.104
85 H -2.6669 3.5124 -3.1911  0.083
86 C -1.9985 1.9671 -1.8807  -0.506
87 H -3.4072 -3.7805 2.4785  0.120
88 H -2.0820 4.1506 -1.6341  0.084
89 C 3.0687 3.1220 -3.0078  0.021
90 H -0.9136 0.9875 4.2906  0.077

Properties
Multiplicity: 6
LUMO energy (alpha / beta) in eV: -1.8514 / -1.8516
Expectation value of S²: 8.752
Maximum force in eV/Å: 2.5
Net charge: +1
E in eV: -78291.3185
Frontier orbital gap (alpha / beta) in eV: 5.615 / 5.651
Energy relative to the best compared isomer or geometry (same formula, charge and spin) in kcal per mole: 25.0

=====

Entry 2:
Below is C36H28IN9O3S2Ti as an isolated structure at a distorted geometry, with properties calculated with wB97M-V/def2-TZVPD.

Last column: Löwdin charge in e.
CARTESIAN COORDINATES (ANGSTROEM)
1 H -4.8339 2.5414 -1.0382  0.120
2 C 3.1905 0.9844 -1.4931  -1.097
3 S 2.5966 -0.5497 -1.9013  0.684
4 H 2.1743 3.7290 -2.7321  0.028
5 H 1.2546 -6.0272 -2.9460  0.081
6 N -0.0778 1.1157 1.8550  0.032
7 C -2.5457 -0.5746 3.8387  -0.007
8 C -1.9305 2.0014 2.7204  -0.069
9 H -4.1716 0.1506 -1.3958  0.121
10 H -1.0400 -3.7390 2.3481  0.105
11 C -0.0469 -2.7441 0.3191  -0.250
12 C -1.0439 3.0338 2.5510  -0.042
13 C -0.6539 -4.7880 -0.8248  -0.029
14 H -1.2060 4.0832 2.7441  0.103
15 C -1.4865 -2.8332 2.7318  -0.016
16 O 0.5564 1.7036 -3.0446  -0.005
17 C 4.8586 1.0303 -3.3328  -0.280
18 C 3.2543 -0.6253 1.6391  -0.161
19 S 2.3449 1.8338 -0.2388  0.636
20 H -2.9437 1.9980 3.0871  0.122
21 C -1.4590 2.7456 -0.7792  -0.176
22 C 3.5212 -2.7540 1.1712  -0.064
23 C 2.0176 3.4454 -3.7680  -0.557
24 N 5.3117 0.5976 -4.3045  0.120
25 I 0.6359 4.8670 -4.5814  0.767
26 Ti 0.4608 0.0910 -0.2237  0.806
27 O -2.4105 -1.6296 -1.9994  0.097
28 C 4.1524 -1.7005 1.7764  -0.045
29 C 0.6813 -5.0905 -1.0824  -0.270
30 H 2.8072 1.4004 -5.1701  0.081
31 C -2.0945 0.5609 -1.0982  -0.159
32 H 1.9912 -6.7581 -1.5215  0.072
33 C 4.2597 1.6112 -2.1566  -0.390
34 H -3.2615 -1.5798 6.5382  0.073
35 H -4.1049 4.9085 -0.8767  0.109
36 N -1.3321 0.8616 2.3237  -0.056
37 H -2.2821 6.5464 -0.6764  0.101
38 C -2.8942 -1.7861 4.4055  -0.299
39 C -3.7921 -1.8602 5.6228  -0.067
40 C -3.4531 0.9304 -1.1809  0.022
41 H -2.0492 -3.3952 0.0192  0.124
42 H 3.3637 0.3937 1.9641  0.087
43 C -3.7953 2.2256 -1.0084  -0.001
44 C 0.0934 2.4212 2.0128  -0.173
45 C 1.2854 -3.0874 0.1149  -0.130
46 N 2.1598 -0.9891 0.9998  -0.046
47 C 1.0747 -6.3006 -1.9013  -0.057
48 H -1.4331 -5.4493 -1.1948  0.111
49 H 0.0993 5.7451 -0.6327  0.110
50 C -1.6212 -0.8090 -1.6030  -0.571
51 C -3.0721 4.5852 -0.8008  -0.038
52 N -1.1493 1.4108 -0.8128  0.083
53 C -0.7118 5.0275 -0.6715  -0.071
54 H 5.1266 -1.6967 2.2405  0.092
55 C 1.4118 2.0570 -3.8293  -0.699
56 H -4.6531 -1.1935 5.5301  0.070
57 C -1.1843 -1.6116 2.0780  -0.211
58 H 3.8163 -3.7828 1.0434  0.119
59 C -1.7233 -0.4757 2.7199  -0.100
60 H 2.9350 3.5525 -4.3378  0.044
61 O -0.3305 -0.8886 -1.6523  -0.191
62 H -2.9093 0.3356 4.3048  0.105
63 C 4.7184 2.9286 -1.7810  -0.293
64 H 1.6354 0.2683 -4.6712  0.101
65 N 5.0904 3.9880 -1.5074  0.123
66 C -0.4186 3.7079 -0.7110  -0.058
67 C 1.6457 -4.2219 -0.5958  0.015
68 C -1.0071 -3.6363 -0.1395  -0.032
69 C -2.7880 3.1876 -0.8519  -0.149
70 H -4.1717 -2.8742 5.7635  0.067
71 C -2.0652 5.4844 -0.7005  -0.075
72 H 0.6069 3.3609 -0.7330  0.017
73 C -2.3172 -2.9161 3.8335  -0.059
74 H 1.0284 2.8735 1.7176  0.070
75 N 1.8863 1.2383 -4.7994  0.181
76 N -0.3860 -1.5223 0.9692  -0.022
77 H 2.6966 -4.4183 -0.7880  0.119
78 H -2.5063 -3.8926 4.2743  0.107
79 H 0.2853 -7.0549 -1.8906  0.069
80 N 2.3283 -2.3069 0.7226  -0.078

Properties
Multiplicity: 2
LUMO energy (alpha / beta) in eV: 1.7173 / 1.7073
Expectation value of S²: 0.754
Maximum force in eV/Å: 3.4
Net charge: -1
E in eV: -110232.7456
Frontier orbital gap (alpha / beta) in eV: 6.312 / 6.481
Energy relative to the best compared isomer or geometry (same formula, charge and spin) in kcal per mole: 17.8

=====

Entry 3:
Below is a 2-piece molecular cluster, C4H8 overall at a distorted geometry, with properties calculated with wB97M-V/def2-TZVPD.

Last column: natural (NBO) charge in e.
CARTESIAN COORDINATES (ANGSTROEM)
1 H -1.3344 -1.1532 -0.6300  0.233
2 H 2.3500 0.9948 -0.3305  0.206
3 C -2.1521 -0.5155 -0.3752  -0.247
4 H 1.6553 -0.9646 1.1447  0.205
5 C -2.7396 0.3659 0.2024  -0.228
6 C 1.2866 0.7514 -0.1858  -0.607
7 H 0.0625 -0.9421 0.3991  0.197
8 H 1.4618 -1.3554 -0.5670  0.197
9 H -3.2938 1.1518 0.6747  0.237
10 C 1.1034 -0.6985 0.2378  -0.602
11 H 0.8604 1.4482 0.5624  0.204
12 H 0.7397 0.9172 -1.1327  0.204

Properties
SMILES string: C#C.CC
LUMO energy in eV: 1.1733
Maximum force in eV/Å: 1.3
Net charge: 0
E in eV: -4275.1239
Frontier orbital gap in eV: 11.884
Energy relative to the best compared isomer or geometry (same formula, charge and spin) in kcal per mole: 47.7

=====

Entry 4:
Below is one molecule with the formula C2H4OS2 at a distorted geometry, with properties calculated with wB97M-V/def2-TZVPD.

Last column: natural (NBO) charge in e.
CARTESIAN COORDINATES (ANGSTROEM)
1 C 0.1435 -1.2192 -0.8427  -0.612
2 H 0.2564 -1.1775 -1.9373  0.222
3 S -1.3262 0.2121 -0.6056  0.263
4 H -0.3028 2.0247 2.0512  0.496
5 H 0.3440 0.5004 0.9425  0.187
6 O -0.9349 1.9086 1.3389  -0.598
7 H -0.6047 -1.9200 -0.3613  0.210
8 C -0.4720 0.9812 0.5528  0.082
9 S 1.4837 -0.8719 0.0302  -0.250

Properties
LUMO energy in eV: -0.3969
Maximum force in eV/Å: 3.6
Net charge: 0
E in eV: -25853.9706
Frontier orbital gap in eV: 7.513
Energy relative to the best compared isomer or geometry (same formula, charge and spin) in kcal per mole: 58.2